# 1
C15H20IOOs | the ωB97M-V functional and the def2-TZVPD basis

Properties
Expectation value of S²   6.02
DFT total energy   -28490.5924 eV

ORCA input file:
```
! wB97M-V def2-TZVPD RIJCOSX def2/J DEFGRID3
* xyz -1 5
Os 0.25 -0.09 1.68
C 0.75 -1.63 3.15
C -0.68 -1.64 3.18
C -1.14 -2.08 1.90
H -1.31 -1.36 4.04
C 0.00 -2.36 1.08
C 1.17 -2.09 1.86
H 2.21 -2.29 1.54
H 1.41 -1.37 4.00
H -2.19 -2.19 1.61
H -0.01 -2.77 0.06
C 1.50 1.71 2.30
C 2.31 0.57 1.96
C 2.15 0.32 0.55
H 2.98 0.03 2.64
C 1.27 1.32 0.03
C 0.86 2.16 1.12
H 0.19 3.03 1.04
H 1.40 2.14 3.30
H 2.67 -0.44 -0.04
H 0.99 1.43 -1.04
O -1.10 -0.09 0.00
C -0.72 0.25 -2.88
C -1.94 0.43 -2.12
C -0.25 -1.10 -3.15
C -0.10 1.39 -3.56
C -1.75 0.94 -0.67
H -2.55 -0.49 -2.07
H -2.58 1.21 -2.60
H -1.18 1.89 -0.66
H -2.72 1.12 -0.17
H -0.74 -1.56 -4.04
H -0.45 -1.79 -2.30
H 0.85 -1.15 -3.36
H -0.53 1.58 -4.57
H 1.00 1.25 -3.73
H -0.22 2.34 -3.00
I -1.85 1.39 2.88
*
```

***

# 2
C15H20N2O | the ωB97M-V functional and the def2-TZVPD basis

Properties
Relative energy (zero: lowest compared OMol25 entry of this formula, charge and spin)   1.5825 eV
DFT total energy   -20907.1998 eV

ORCA input file:
```
! wB97M-V def2-TZVPD RIJCOSX def2/J DEFGRID3
* xyz 0 1
C -4.34 -2.25 0.59
C -4.22 -0.81 0.21
C -3.02 -0.14 0.42
C -2.88 1.20 0.07
C -3.96 1.87 -0.48
C -5.16 1.21 -0.69
C -5.29 -0.12 -0.35
H -6.23 -0.63 -0.52
H -5.99 1.74 -1.13
H -3.84 2.91 -0.74
O -1.75 1.95 0.25
C -0.57 1.35 0.71
C 0.15 0.55 -0.38
C 1.46 -0.04 0.13
C 2.18 -0.84 -0.95
H 1.54 -1.66 -1.28
H 2.37 -0.19 -1.81
C 3.51 -1.42 -0.46
N 4.46 -0.39 -0.13
C 5.22 0.32 -0.99
N 5.93 1.22 -0.39
C 5.63 1.11 0.93
C 4.72 0.12 1.11
H 4.25 -0.27 2.00
H 6.09 1.75 1.66
H 5.22 0.14 -2.05
H 3.34 -2.04 0.43
H 3.94 -2.06 -1.24
H 1.26 -0.69 0.99
H 2.11 0.77 0.48
H 0.34 1.21 -1.22
H -0.50 -0.25 -0.73
H -0.76 0.72 1.59
H 0.06 2.19 1.03
H -2.20 -0.69 0.86
H -4.17 -2.37 1.66
H -5.32 -2.64 0.35
H -3.59 -2.85 0.07
*
```

***

# 3
C15H20N2O2Sr | the ωB97M-V functional and the def2-TZVPD basis

Properties
Relative energy (zero: lowest compared OMol25 entry of this formula, charge and spin)   3.5357 eV
DFT total energy   -23780.4579 eV

ORCA input file:
```
! wB97M-V def2-TZVPD RIJCOSX def2/J DEFGRID3
* xyz 0 1
C 3.36 -0.89 -0.65
C 0.10 1.07 -3.81
H 3.75 -0.30 0.20
H 3.84 -0.59 -1.67
H 3.50 -1.93 -0.32
H -0.34 2.01 -3.45
H 1.10 1.10 -4.34
H -0.71 0.49 -4.26
C 1.09 0.70 2.03
C 0.86 1.05 3.36
C -0.38 1.67 3.61
C -1.25 1.84 2.55
H 2.07 -0.04 1.77
H 1.62 0.85 4.11
H -0.64 1.99 4.62
H -2.23 2.29 2.71
N 0.34 0.96 1.00
C -0.90 1.45 1.23
C -1.84 1.48 0.12
N -1.42 0.99 -1.07
C -2.30 0.94 -2.08
C -4.04 1.96 -0.78
C -3.61 1.43 -2.00
H -1.93 0.52 -3.01
H -4.24 1.39 -2.89
C -3.15 1.97 0.29
H -3.44 2.36 1.25
H -5.04 2.36 -0.66
Sr 1.29 -0.03 -2.04
C -0.61 -2.29 -2.46
H -1.03 -2.49 -3.46
H -1.49 -2.26 -1.80
H -0.08 -3.22 -2.20
C 2.93 -3.26 2.30
O 2.70 -1.85 2.50
C 1.93 -1.25 1.66
O 1.21 -1.72 0.81
H 1.97 -3.76 2.27
H 3.51 -3.57 3.17
H 3.50 -3.43 1.38
*
```

***

# 4
C15H20N2O4 | the ωB97M-V functional and the def2-TZVPD basis

Properties
Relative energy (zero: lowest compared OMol25 entry of this formula, charge and spin)   0.3490 eV
DFT total energy   -27051.3713 eV

ORCA input file:
```
! wB97M-V def2-TZVPD RIJCOSX def2/J DEFGRID3
* xyz 0 1
C 4.97 0.31 4.94
C 3.93 -0.20 3.95
C 2.67 -0.70 4.66
C 1.66 -1.22 3.65
O 1.50 -2.40 3.42
N 0.99 -0.21 3.03
C 0.02 -0.28 2.02
C -0.48 0.92 1.51
C -1.42 0.92 0.51
C -1.90 -0.28 -0.01
C -1.41 -1.48 0.52
C -0.46 -1.49 1.51
H -0.08 -2.42 1.91
H -1.81 -2.41 0.13
C -2.93 -0.36 -1.08
O -3.72 -1.27 -1.17
N -2.94 0.70 -1.94
H -2.15 1.32 -1.95
C -3.78 0.69 -3.11
C -3.03 0.44 -4.40
O -3.53 0.54 -5.49
O -1.76 0.09 -4.17
C -0.95 -0.20 -5.31
C -0.35 1.06 -5.91
H 0.30 0.80 -6.74
H -1.15 1.70 -6.29
H 0.22 1.60 -5.17
H -0.17 -0.87 -4.94
H -1.56 -0.72 -6.06
H -4.34 1.62 -3.20
H -4.50 -0.13 -2.97
H -1.81 1.86 0.15
H -0.12 1.86 1.91
H 1.22 0.73 3.31
H 2.23 0.10 5.26
H 2.93 -1.52 5.33
H 3.67 0.60 3.25
H 4.35 -1.02 3.37
H 4.57 1.14 5.53
H 5.85 0.66 4.42
H 5.26 -0.48 5.63
*
```

***

# 5
C15H20N4 | the ωB97M-V functional and the def2-TZVPD basis

Properties
Relative energy (zero: lowest compared OMol25 entry of this formula, charge and spin)   2.0326 eV
DFT total energy   -21836.5476 eV

ORCA input file:
```
! wB97M-V def2-TZVPD RIJCOSX def2/J DEFGRID3
* xyz 0 1
C -4.75 0.78 0.16
N -3.57 1.41 0.72
C -3.84 2.65 1.44
C -2.28 0.91 0.53
C -1.30 1.68 -0.14
C -0.03 1.15 -0.36
C 0.38 0.02 0.36
C 1.83 -0.48 0.34
C 2.81 0.66 0.23
C 4.20 0.46 0.38
N 5.36 0.37 0.51
C 2.46 2.00 0.44
N 2.29 3.15 0.58
C -0.58 -0.73 1.06
C -1.92 -0.36 1.05
H -4.47 -0.09 -0.45
H -5.42 0.44 0.97
H -5.29 1.50 -0.47
H -2.92 3.02 1.88
H -4.27 3.40 0.76
H -4.58 2.45 2.23
H -1.57 2.67 -0.52
H 0.61 1.64 -1.10
H 2.06 -1.02 1.28
H -0.27 -1.64 1.58
H -2.68 -0.99 1.51
C 1.86 -0.87 -2.10
N 2.05 -1.51 -0.74
C 1.09 -2.67 -0.59
C 3.44 -2.12 -0.66
H 2.57 -0.04 -2.20
H 2.04 -1.64 -2.85
H 0.84 -0.50 -2.19
H 1.22 -3.10 0.40
H 0.06 -2.34 -0.74
H 1.36 -3.40 -1.36
H 3.63 -2.36 0.39
H 3.39 -3.06 -1.24
H 4.19 -1.45 -1.09
*
```

***

# 6
C15H20N4O | the ωB97M-V functional and the def2-TZVPD basis

Properties
Relative energy (zero: lowest compared OMol25 entry of this formula, charge and spin)   0.0000 eV
DFT total energy   -23888.8039 eV

ORCA input file:
```
! wB97M-V def2-TZVPD RIJCOSX def2/J DEFGRID3
* xyz 0 1
C 3.61 1.90 -0.45
H 3.68 1.58 -1.49
H 2.63 1.63 -0.07
H 3.70 2.99 -0.43
C 4.72 1.27 0.38
C 6.09 1.67 -0.15
H 6.22 1.31 -1.17
H 6.19 2.76 -0.16
H 6.88 1.26 0.47
C 4.61 -0.26 0.42
O 3.48 -0.71 1.13
C 2.29 -0.95 0.51
C 2.08 -1.05 -0.86
C 0.81 -1.32 -1.35
C -0.27 -1.51 -0.50
C -0.05 -1.42 0.87
C 1.21 -1.15 1.37
H 1.38 -1.09 2.43
H -0.87 -1.56 1.55
C -1.66 -1.76 -1.03
C -2.64 -0.75 -0.48
C -3.72 -1.11 0.30
N -4.59 -0.24 0.79
C -4.37 1.04 0.50
N -3.37 1.51 -0.24
C -2.50 0.63 -0.73
N -1.52 1.13 -1.53
H -1.42 2.13 -1.51
H -0.67 0.59 -1.62
N -5.22 1.95 1.03
H -5.19 2.88 0.66
H -6.08 1.61 1.42
H -3.91 -2.14 0.55
H -1.65 -1.72 -2.12
H -1.99 -2.76 -0.73
H 0.67 -1.40 -2.42
H 2.88 -0.91 -1.57
H 4.65 -0.67 -0.60
H 5.47 -0.66 0.97
H 4.62 1.63 1.42
*
```

***

# 7
C15H20O3 | the ωB97M-V functional and the def2-TZVPD basis

Properties
Relative energy (zero: lowest compared OMol25 entry of this formula, charge and spin)   0.0178 eV
DFT total energy   -22023.0997 eV

ORCA input file:
```
! wB97M-V def2-TZVPD RIJCOSX def2/J DEFGRID3
* xyz 0 1
C -1.82 0.41 -2.94
C -2.38 1.81 -3.20
C -2.68 2.59 -1.91
C -1.38 2.94 -1.21
O -0.78 3.96 -1.48
C -0.81 1.95 -0.25
C 0.57 1.91 -0.11
C 1.18 1.01 0.74
C 0.41 0.13 1.50
C -0.97 0.19 1.38
C -1.58 1.08 0.52
H -2.66 1.11 0.47
H -1.59 -0.48 1.97
C 1.06 -0.87 2.43
C 1.84 -0.15 3.52
H 1.19 0.54 4.06
H 2.25 -0.86 4.23
H 2.67 0.42 3.10
H 0.26 -1.45 2.90
C 1.97 -1.83 1.66
C 1.20 -2.62 0.60
C 2.11 -3.50 -0.21
O 3.31 -3.48 -0.20
O 1.41 -4.34 -1.00
H 2.01 -4.89 -1.52
H 0.43 -3.25 1.05
H 0.70 -1.94 -0.09
H 2.77 -1.28 1.17
H 2.43 -2.52 2.36
H 2.25 0.99 0.82
H 1.17 2.60 -0.70
H -3.17 3.52 -2.17
H -3.33 2.00 -1.27
H -3.31 1.72 -3.76
H -1.68 2.38 -3.80
H -1.70 -0.12 -3.88
H -2.49 -0.16 -2.30
H -0.85 0.47 -2.45
*
```

***

# 8
C15H21AsN3O3PtSSbSe4 | the ωB97M-V functional and the def2-TZVPD basis

Properties
Relative energy (zero: lowest compared OMol25 entry of this formula, charge and spin)   0.7662 eV
Expectation value of S²   2.01
DFT total energy   -369356.5886 eV

ORCA input file:
```
! wB97M-V def2-TZVPD RIJCOSX def2/J DEFGRID3
* xyz -2 3
Pt -0.15 -1.54 -2.02
Se -1.18 -6.63 -3.67
Sb -1.77 -4.32 -3.33
Se 0.18 -2.80 -4.02
Se -1.43 -3.48 -0.96
Se -3.82 -3.50 -4.30
O 2.65 3.51 5.14
S 3.39 2.73 6.11
O 4.80 3.08 6.24
O 2.69 2.50 7.36
C 3.47 1.04 5.39
N 4.11 0.13 6.13
C 4.15 -1.09 5.63
C 3.58 -1.43 4.42
C 2.96 -0.41 3.71
N 2.91 0.82 4.21
C 2.29 -0.63 2.41
C 2.30 -1.85 1.74
C 1.63 -1.98 0.54
N 0.96 -0.98 -0.04
C 0.96 0.19 0.59
C 1.61 0.42 1.79
H 4.67 -1.84 6.23
H 3.63 -2.44 4.05
H 2.81 -2.71 2.14
H 1.59 -2.93 0.02
H 0.42 0.99 0.11
H 1.58 1.39 2.28
C -0.98 2.88 -1.47
C -1.98 1.80 -1.09
As -1.85 0.17 -2.18
C -3.62 -0.57 -1.88
C -4.76 0.19 -2.53
C -1.95 0.82 -4.02
C -0.59 1.13 -4.63
H -1.03 3.74 -0.79
H -1.17 3.25 -2.48
H 0.05 2.51 -1.45
H -3.00 2.18 -1.18
H -1.87 1.48 -0.05
H -3.73 -0.62 -0.80
H -3.57 -1.60 -2.25
H -4.81 1.23 -2.19
H -5.71 -0.28 -2.30
H -4.67 0.20 -3.62
H -2.63 1.68 -4.05
H -2.42 0.00 -4.56
H -0.06 1.93 -4.10
H -0.70 1.43 -5.68
H 0.03 0.23 -4.61
*
```

***

# 9
C15H21BCl4O3Si | the ωB97M-V functional and the def2-TZVPD basis

Properties
Relative energy (zero: lowest compared OMol25 entry of this formula, charge and spin)   0.0000 eV
DFT total energy   -80685.9029 eV

ORCA input file:
```
! wB97M-V def2-TZVPD RIJCOSX def2/J DEFGRID3
* xyz 0 1
Cl 3.34 2.60 -2.30
B 2.14 1.24 -2.57
Cl 2.03 0.74 -4.36
Cl 2.68 -0.34 -1.59
O 0.80 1.64 -2.10
C -0.13 0.89 -1.59
C -1.45 1.08 -2.18
C -2.28 -0.01 -2.50
C -3.47 0.19 -3.21
C -3.86 1.48 -3.59
Cl -5.37 1.74 -4.33
C -3.00 2.58 -3.34
C -1.80 2.37 -2.67
H 0.16 -0.09 -1.20
H -1.90 -1.02 -2.32
H -4.10 -0.66 -3.49
H -3.29 3.57 -3.71
H -1.05 3.17 -2.67
C 1.19 1.91 0.50
C 0.00 1.00 0.44
C 0.29 -0.16 1.29
O 1.47 -0.67 1.47
Si 1.73 -2.20 2.26
C 3.27 -2.83 1.37
C 2.07 -1.84 4.06
C 0.32 -3.42 2.13
O -0.70 -0.62 2.02
C -1.81 0.43 1.95
C -1.30 1.51 1.04
H 1.09 2.82 -0.13
H 1.41 2.15 1.58
H 2.07 1.35 0.09
H 3.35 -3.92 1.54
H 3.22 -2.62 0.30
H 4.17 -2.35 1.79
H 2.28 -2.81 4.54
H 2.95 -1.18 4.18
H 1.20 -1.38 4.54
H 0.74 -4.45 2.18
H -0.39 -3.31 2.96
H -0.22 -3.32 1.18
H -2.66 -0.13 1.53
H -2.00 0.73 2.99
H -1.10 2.44 1.61
H -2.09 1.72 0.32
*
```

***

# 10
C15H21BeN3O3 | the ωB97M-V functional and the def2-TZVPD basis

Properties
Relative energy (zero: lowest compared OMol25 entry of this formula, charge and spin)   3.6546 eV
DFT total energy   -26906.5307 eV

ORCA input file:
```
! wB97M-V def2-TZVPD RIJCOSX def2/J DEFGRID3
* xyz -2 1
C -0.62 1.10 -2.08
C -2.00 0.82 -1.72
C -2.17 -0.61 -1.71
C -0.91 -1.22 -2.07
C 0.06 -0.15 -2.26
Be 0.96 0.22 0.77
N 2.03 0.34 -0.60
C 0.71 1.76 1.38
C -0.50 1.09 1.53
H -3.07 -1.14 -1.47
H -2.75 1.55 -1.50
H -0.73 -2.26 -2.17
H 1.08 -0.26 -2.50
H -0.17 2.07 -2.16
H -1.32 1.24 0.74
H 1.51 2.02 2.05
H 2.96 0.65 -0.09
H -0.53 0.83 2.61
H 0.76 2.47 0.59
C 4.00 -3.52 0.68
C 2.76 -4.40 0.53
C 1.52 -3.84 1.31
C 0.30 -4.79 1.12
C -0.01 -5.21 -0.32
C 1.82 -3.80 2.83
O 2.49 -4.58 3.37
N 1.21 -2.75 3.52
C 0.90 -1.49 2.93
O 0.61 -0.55 3.70
N 0.97 -1.29 1.55
C 1.14 -2.40 0.74
O 1.04 -2.27 -0.47
H 3.85 -2.53 0.21
H 4.83 -4.02 0.18
H 4.26 -3.39 1.74
H 2.50 -4.49 -0.55
H 2.96 -5.41 0.95
H 0.49 -5.68 1.73
H -0.57 -4.27 1.55
H 0.77 -5.89 -0.69
H -0.96 -5.75 -0.32
H -0.07 -4.34 -0.99
H 1.26 -2.76 4.53
*
```

***

# 11
C15H21Br9O6 | the ωB97M-V functional and the def2-TZVPD basis

Properties
DFT total energy   -658560.8018 eV

ORCA input file:
```
! wB97M-V def2-TZVPD RIJCOSX def2/J DEFGRID3
* xyz 0 1
O 2.04 4.65 0.34
C 1.52 3.76 -0.23
O 2.17 2.72 -0.75
C 1.32 1.77 -1.37
C -0.01 1.95 -0.78
C -0.04 3.47 -0.46
H 1.60 0.73 -1.22
H 1.33 1.86 -2.46
H -0.02 1.45 0.19
H -0.83 1.61 -1.42
H -0.67 3.80 0.37
H -0.29 4.05 -1.34
O 1.93 -3.72 1.68
C 1.60 -2.72 2.30
O 1.15 -1.59 1.65
C 0.72 -0.60 2.54
C 0.40 -1.35 3.81
C 1.41 -2.50 3.71
H -0.03 0.07 2.13
H 1.45 0.19 2.69
H -0.62 -1.73 3.80
H 0.43 -0.78 4.74
H 1.00 -3.46 4.05
H 2.45 -2.27 3.93
O -3.06 -0.11 -1.49
C -2.93 -1.16 -0.89
O -2.05 -1.27 0.17
C -2.26 -2.50 0.87
C -2.92 -3.42 -0.07
C -3.68 -2.50 -1.04
H -2.94 -2.22 1.67
H -1.31 -2.91 1.20
H -3.57 -4.12 0.45
H -2.13 -3.94 -0.61
H -4.66 -2.28 -0.63
H -3.66 -2.88 -2.06
C -1.33 4.11 -5.17
Br -3.08 3.11 -5.19
Br 0.24 2.91 -5.33
Br -1.19 5.30 -3.63
H -1.25 4.82 -5.99
C 1.16 -3.39 -3.15
Br 2.46 -4.35 -4.39
Br -0.45 -2.57 -3.80
Br 2.09 -1.80 -2.16
H 0.75 -4.06 -2.39
C 3.10 2.72 2.98
Br 4.28 1.33 3.68
Br 3.91 4.47 3.28
Br 1.38 2.72 3.87
H 3.09 2.65 1.89
*
```

***

> Which formula does entry 1 have?

C15H20IOOs

***

> Among the records above, which one has the highest DFT total energy?

C15H20N2O

***

> What is the DFT total energy in the eighth record?

-369356.5886 eV